Record 1
Here is a single C3H2O2S2 molecule in a non-equilibrium geometry from the Open Molecules 2025 dataset. Energies are from ωB97M-V with the def2-TZVPD basis set.

The value obtained for the LUMO energy (spin up / spin down) is -1.11 / -0.96 eV.

CARTESIAN COORDINATES (ANGSTROEM)
C 0.2823 -0.1361 -0.8761
C -0.6739 -0.8570 0.0596
C -1.0046 -1.8517 0.8997
O -1.4712 -2.7319 1.4917
O 1.9291 -1.6964 -4.7434
S 1.0840 0.0218 -2.5126
S 0.9797 -1.6662 -3.6219
H -0.0288 0.9232 -0.9269
H -1.0913 0.1079 0.5275

Record 2
Here is a single C3H2O2S3 molecule from the Open Molecules 2025 dataset. Energies are from ωB97M-V with the def2-TZVPD basis set.

The value obtained for the LUMO energy is -0.39 eV. Its SMILES is O=C1SCOC(=S)S1.

CARTESIAN COORDINATES (ANGSTROEM)
C 1.5033 -0.7724 -0.0687
C 0.4858 1.6385 0.5666
C -1.2551 0.1214 -0.0109
H 0.4424 1.2999 1.5934
H 0.6257 2.7175 0.5512
O 2.3145 -1.6465 -0.2083
O -0.7665 1.3688 -0.0407
S 1.8917 0.9313 -0.3162
S -2.8260 -0.1752 -0.2689
S -0.1817 -1.2388 0.3930

What are the energy relative to the best compared isomer or geometry (same formula, charge and spin) values for these records? In order: 4.869 0.007 eV.